Molecular formula: C4H7NO2
Method: DFT, ωB97M-V/def2-TZVPD

Computed properties:
E_tot	-361.80596	hartree
orbital gap	9.83	eV
energy relative to the best compared isomer or geometry (same formula, charge and spin)	47.0	kcal per mole
LUMO	0.532	eV
SMILES	C=C(O)C/N=C\O
HOMO level	-9.3	eV
molecular weight	101.10	g/mol

```
! wB97M-V def2-TZVPD RIJCOSX def2/J DEFGRID3
* xyz 0 1
C 0.67701 -0.26967 -1.56032
C 0.92514 0.27816 -0.37351
O 1.59584 1.47078 -0.30051
C 0.51821 -0.43044 0.91589
N -0.67382 -1.25142 0.73193
C -1.73585 -0.61176 0.46735
O -1.87792 0.72485 0.33083
H 0.91876 0.24021 -2.48407
H 0.24870 -1.26387 -1.59315
H 1.42320 1.92612 0.53186
H 0.34831 0.30049 1.72494
H 1.33809 -1.07655 1.24394
H -2.68258 -1.12609 0.31533
H -1.02309 1.08920 0.04948
*
```

Charge distribution, Mulliken scheme, values in e:
1. C -0.71
2. C 0.16
3. O -0.53
4. C -0.55
5. N -0.49
6. C 0.10
7. O -0.51
8. H 0.31
9. H 0.31
10. H 0.36
11. H 0.39
12. H 0.29
13. H 0.37
14. H 0.49